# 1
133
Properties=species:S:1:pos:R:3 method="wB97M-V/def2-TZVPD" energy_ev=-138819.3358 molar_mass_g_mol=1294.58 orbital_gap_ev="5.5630 / 5.5617" s_squared=0.758 total_charge=-2 multiplicity=2
C 4.5859 -6.0357 -1.8799
C 2.9713 -5.3618 -0.2221
H -3.8370 -3.7245 -1.9843
C 1.2384 6.1798 -0.7195
C 2.5008 3.3803 -5.7723
H -5.8942 -1.6624 -3.0813
H 2.1752 6.6092 -1.0775
C 6.0322 -4.4214 5.4315
H 0.7015 6.8905 4.5689
N -0.7705 4.8637 0.6929
C -1.5816 3.2344 -4.0738
C 3.1634 -2.1916 4.2958
C 4.1409 -5.0626 -2.7293
Pb 0.0081 2.6051 0.0909
H -3.2181 2.8795 4.8938
H 0.3726 -2.2082 3.7040
C -1.2741 5.3687 3.5779
C -0.7859 -3.8402 2.9773
S -1.9325 0.8799 -0.0233
C 1.3682 3.4449 -4.9737
H 6.0726 -5.4797 5.1682
C 3.1018 -4.1778 -2.3494
C 4.2341 -3.1307 2.3544
H 4.5999 -4.9260 -3.7022
S -0.1394 1.8763 2.7512
C 0.8273 6.7282 3.5030
C -0.2020 -4.6543 0.7498
C -2.4065 3.3624 -2.8047
H -1.3938 5.8565 4.5477
C -1.7999 -0.5682 -2.8846
H 3.6422 2.2470 -7.2050
C 5.0349 -3.7003 4.5602
C -0.2799 0.1245 -5.8357
H 3.9899 -2.7806 6.1857
H 1.9918 5.2503 -3.9901
H -2.1854 5.5011 2.9945
N -0.6064 2.3607 -4.0926
H -1.5978 -7.1987 -1.0322
H -4.5964 4.7613 -0.0185
H 2.6265 7.8962 3.3851
H 0.3142 5.2688 -4.5820
H 4.3788 -6.9326 0.0740
C -3.9205 3.1579 4.1057
C 2.4885 -4.3419 -1.0821
C -2.2408 -6.5811 0.9363
C -2.0322 -5.7162 1.9717
C 1.0895 4.6495 -4.1225
O -1.4972 0.2307 4.4810
H 0.1734 -5.5088 -1.1948
O 0.7416 0.1554 -1.6680
H -2.3882 -2.2193 6.5739
C -3.7748 -1.9327 -3.1708
C -3.4044 2.6485 2.7705
H -1.2191 0.3285 -3.1038
P -1.6794 0.5019 2.8098
H -3.3903 -0.1099 -4.2380
H -4.0156 4.2452 4.0798
C -1.4257 -6.5127 -0.2120
H -5.2445 -1.6350 -4.7194
H 0.7090 4.3424 -3.1460
H 5.7783 -4.3275 6.4868
H -4.1882 2.5827 -3.7026
O -2.6105 6.2534 0.7364
C -1.6904 -1.5348 6.0844
C -1.3359 -1.4587 -1.9318
C 2.7548 2.2820 -6.5827
O 2.9491 -1.3290 0.5377
H 5.3968 -6.6909 -2.1746
H 1.4834 -1.3570 -3.3486
H -1.2987 0.5155 -5.8613
C -0.4381 -5.5728 -0.3050
H -1.1831 -0.9459 6.8503
C 4.0552 -2.8824 5.1079
H -5.4073 -3.1751 -3.8479
C 0.7088 1.2559 -5.7970
H -3.0319 -7.3190 0.9889
H 2.0290 0.3693 -7.2267
C 1.8980 7.3058 2.8404
C -2.4256 -0.6093 5.1278
C 0.1837 -2.8937 2.8857
C 1.7518 -2.2260 -2.7581
C -1.9851 5.2666 0.3181
H -4.8944 2.7188 4.3338
C 1.8472 1.2313 -6.5903
H -3.0035 -1.1903 4.3960
C -0.1075 5.9459 2.8311
C 2.0203 7.1306 1.4713
C -4.0108 4.3038 -0.8038
H -0.9361 -2.1108 5.5454
H -4.1544 2.7760 1.9879
C -1.0093 -4.7398 1.9117
H -0.2027 -0.4914 -4.9375
C 0.9665 -2.7776 1.7155
H -2.6582 -5.7543 2.8563
H -1.1224 4.3028 3.7428
C 0.4495 2.3679 -4.9620
C -3.7761 3.1160 -2.8560
C 0.7824 -3.6182 0.6410
H 3.2038 4.2083 -5.7523
H -2.5086 3.1969 2.4738
O -1.9727 3.9791 -5.0031
H 2.8276 7.6156 0.9320
C 1.4700 -3.4325 -0.6753
H 1.2049 5.1271 -0.9978
C 3.2573 -2.3281 2.9217
H 2.4105 -1.5411 4.7270
C 2.6947 -3.1118 -3.1835
C 1.1243 -2.3864 -1.5072
H -1.4127 -3.9088 3.8591
H 4.2998 -3.1916 1.2745
H -3.1406 0.0050 5.6890
H 3.1749 -2.9907 -4.1481
H -0.1162 -0.5130 -6.7074
S 2.1697 -1.3992 1.7895
H 0.4068 6.6606 -1.2399
S 0.0801 -0.9537 -0.9373
C -3.0147 -0.8163 -3.5054
C 5.1098 -3.8235 3.1718
H -5.6500 3.3768 -1.8394
H 7.0314 -4.0063 5.2831
C -2.0501 -2.6040 -1.6193
H 2.5320 -5.4695 0.7627
C -2.6324 4.4354 -0.7782
C -4.5831 3.5677 -1.8293
C -5.1556 -2.1182 -3.7461
H -1.6772 -3.3025 -0.8796
O -3.1245 1.2582 2.8467
C -3.2657 -2.8389 -2.2434
H 5.8629 -4.4677 2.7311
C 1.1097 6.3492 0.7698
C 0.0540 5.7210 1.4538
N -1.8420 3.9482 -1.7430
C 3.9971 -6.1799 -0.6058

# 2
81
Properties=species:S:1:pos:R:3 method="wB97M-V/def2-TZVPD" energy_ev=-131613.9950 de_lowest_kj_mol=154.0 molar_mass_g_mol=662.09 orbital_gap_ev="8.0218 / 6.1186" s_squared=6.014 multiplicity=5
C 3.2949 -2.8621 -2.0166
N -1.6929 -0.1334 3.4189
C -0.9017 5.8726 1.9784
H 1.4649 -0.2923 2.8813
H -0.8970 2.9609 -4.7882
S -0.5500 0.0830 1.0683
H -0.5453 0.2631 6.5526
H -2.3565 -2.4115 -4.1989
H 0.6987 -1.3429 5.1954
C 0.2852 -4.2672 1.4365
H -2.7109 -2.3459 -0.0489
H -0.2784 6.5928 1.4352
H -2.5385 0.0682 2.8724
Cl -2.3145 1.2856 -1.1420
H -0.8171 -1.5628 -4.3488
C 0.4047 -3.6224 0.1956
Cl -3.1679 2.6237 2.2006
H -0.0613 -4.8985 -1.9311
H 1.6379 5.9647 2.0566
H 1.6091 0.1977 5.1807
H -1.6941 4.0185 3.5512
H -2.9564 -3.4851 2.1188
C 1.3815 5.1256 2.7032
Si -0.5733 2.5594 -2.3439
C -0.6498 -2.2423 -1.7751
H 1.7618 4.2012 2.2605
H 1.7055 3.4917 -2.1255
H 1.8273 5.2739 3.6897
O 0.3281 -1.3896 -2.0592
H -1.4583 5.2558 1.2521
H 3.9711 -3.2059 -2.8138
H 0.2376 -6.3105 -3.7894
H -0.8807 1.2219 -4.4109
H 1.7727 1.7568 -1.7425
O 3.5017 0.5387 -0.8484
H 1.6314 2.3115 -3.4342
O 0.0794 3.1678 4.1281
H -1.0159 -4.6950 3.1238
Co -1.7016 2.0738 0.7628
C 3.5287 -0.6851 -0.9261
H 1.1299 -4.8199 1.8651
H -1.0463 -3.1764 -5.0850
H -2.3359 2.1954 -4.0712
C -1.2359 2.2020 -4.0647
C -0.5337 -0.0979 2.7580
N -0.0601 5.0452 2.8279
H -2.1147 4.1310 -1.0676
H -1.1865 -5.5959 -4.5310
H -0.4588 1.5022 5.2827
C -0.3286 -4.4639 -2.8966
H -1.6296 6.4155 2.6009
H -0.5438 4.8811 -1.3388
H 3.8715 -1.3233 -0.0804
C -0.5855 4.0233 3.5431
H -2.6810 0.4113 5.1612
N 0.6051 -0.2584 3.4319
H -1.9152 -1.1946 5.1939
H 1.3589 -3.6840 -0.3370
C 0.6821 -0.2900 4.8802
H 3.6957 -0.3280 -3.7481
C -1.7903 -0.1511 4.8672
C 2.8122 -0.7570 -3.2532
C -0.2116 -5.3590 -4.0818
C -1.8654 -2.8910 0.3675
H 2.0928 0.0420 -3.0477
C 1.3060 2.5023 -2.3998
C -0.6680 -2.9168 -0.3532
H -1.6924 4.7264 -2.6608
H 0.4242 -4.9079 -4.8580
C -1.9982 -3.5261 1.5959
C -0.5218 0.4185 5.4704
H -1.6129 -1.6859 -1.8026
H 2.3581 -1.5094 -3.9029
N 3.2034 -1.4146 -2.0269
C -1.2891 4.2183 -1.7814
H 3.6856 -3.1800 -1.0382
C -0.7621 -3.2075 -2.9726
Cl 0.3574 2.9273 0.4826
C -0.9114 -4.1970 2.1583
H 2.3041 -3.3081 -2.1882
C -1.2678 -2.5545 -4.2179